Formula: C5H9CrO5
Source: the OMol25 dataset
Level of theory: ωB97M-V/def2-TZVPD

Geometry as XYZ:
```
20
Properties=species:S:1:pos:R:3
C 3.401 -12.570 3.489
C 2.485 -11.574 2.811
O 1.629 -10.844 3.689
Cr 1.607 -11.156 5.593
H 4.013 -13.087 2.737
H 4.096 -12.064 4.176
H 2.828 -13.344 4.023
H 1.859 -12.096 2.067
H 3.096 -10.864 2.228
C 0.769 -9.198 2.809
C 0.211 -8.184 3.811
O -0.574 -7.211 3.147
C -0.079 -6.870 1.919
O 0.691 -7.793 1.458
O -0.664 -6.011 1.281
O -0.185 -10.124 2.491
H 1.812 -9.093 2.490
H 1.047 -7.714 4.343
H -0.507 -8.666 4.489
H 0.141 -11.027 2.740
```

Values from the calculation:
expectation value of S²	8.760
HOMO-LUMO gap (spin up / spin down)	7.3 / 7.4	eV
E	-43985.070	eV
2S+1	6
HOMO energy (spin up / spin down)	-8.78 / -8.88	eV
lowest unoccupied orbital energy (spin up / spin down)	-1.53 / -1.49	eV

---

Formula: C5H9F2I
Source: the OMol25 dataset
Level of theory: ωB97M-V/def2-TZVPD

Geometry as XYZ:
```
17
Properties=species:S:1:pos:R:3
C 0.275 -1.071 1.115
C -0.149 -0.860 -1.267
C 1.604 0.751 -0.391
C 0.431 -0.214 -0.143
C -1.587 1.155 0.375
F -1.726 1.780 -0.786
F -2.647 0.426 0.540
I -1.302 2.512 2.062
H 0.039 -0.459 1.989
H 1.092 -1.718 1.538
H -0.505 -1.831 1.034
H 0.332 -1.803 -1.236
H 0.157 -0.504 -2.280
H -1.224 -1.098 -1.275
H 1.862 1.081 0.623
H 2.407 0.252 -0.991
H 0.940 1.598 -0.907
```

Values from the calculation:
HOMO-LUMO gap (spin up / spin down)	7.5 / 7.8	eV
E	-18862.902	eV
2S+1	1
HOMO energy (spin up / spin down)	-7.78 / -7.90	eV
ΔE to the lowest compared entry with this formula, charge and spin	33.47	kcal per mole
lowest unoccupied orbital energy (spin up / spin down)	-0.26 / -0.12	eV

---

Formula: C5H9F2N
Source: the OMol25 dataset
Level of theory: ωB97M-V/def2-TZVPD

Geometry as XYZ:
```
17
Properties=species:S:1:pos:R:3
C -0.238 0.837 -1.718
C 0.426 -0.341 -1.015
C 0.480 -0.192 0.397
C -0.952 -0.090 0.933
C -0.195 -1.403 1.237
H -1.378 0.991 -1.479
H 0.030 0.732 -2.776
H 0.259 1.724 -0.980
H 1.404 -0.430 -1.359
H -0.086 -1.320 -1.403
H 0.861 1.040 2.204
H 1.162 1.691 0.602
H -1.069 0.769 1.517
H 0.442 -1.670 2.214
N 1.457 0.697 1.024
F -1.939 -0.413 -0.047
F -0.665 -2.622 0.651
```

Values from the calculation:
HOMO-LUMO gap	10.0	eV
E	-12250.737	eV
2S+1	1
HOMO energy	-9.51	eV
ΔE to the lowest compared entry with this formula, charge and spin	107.07	kcal per mole
lowest unoccupied orbital energy	0.46	eV

---

Question: Look up the 2S+1 of the first one.
Answer: 6

---

Question: The highest 2S+1 belongs to which entry?
Answer: C5H9CrO5

---

Question: Look up the 2S+1 of the third one.
Answer: 1